Computed, not measured: C25H40BrNOP2Pd as an isolated structure in a non-equilibrium geometry, with wB97M-V/def2-TZVPD.

Output
energy above the lowest of the compared OMol25 structures with the same formula, charge and spin = 0.808 eV
charge = +4
multiplicity = 5
LUMO energy (spin up / spin down) = -0.438 / -0.542 Eh
expectation value of S² = 6.050
frontier orbital gap (spin up / spin down) = 8.1 / 5.5 eV
energy = -122162.9919 eV

```
71
C25H40BrNOP2Pd wB97M-V/def2-TZVPD
C -1.87 -7.09 2.05
C -0.90 -6.33 1.35
C 0.08 -7.03 0.62
C 0.11 -8.43 0.68
N -0.78 -9.12 1.39
C -1.75 -8.49 2.04
C -0.84 -4.88 1.32
C -0.78 -3.66 1.45
C -0.69 -2.28 1.82
C -1.78 -1.41 1.68
C -1.61 -0.04 1.93
C -0.37 0.50 2.33
C 0.70 -0.43 2.57
C 0.50 -1.79 2.38
Pd 0.05 -0.24 0.06
P -1.25 1.95 -1.05
H 0.82 -6.51 0.02
H -2.70 -6.63 2.59
H 0.88 -8.99 0.14
H -2.47 -9.12 2.59
H 1.29 -2.54 2.62
H -2.75 -1.88 1.45
H 1.58 -0.04 3.07
H -2.47 0.65 1.91
C -1.28 3.82 -1.29
C -1.38 4.44 -2.69
H -0.38 4.19 -0.78
H -2.13 4.18 -0.68
H -1.36 5.54 -2.60
H -0.54 4.16 -3.34
H -2.32 4.22 -3.19
C -1.02 1.31 -2.73
C -1.85 0.09 -3.05
H 0.05 1.06 -2.78
H -1.17 2.11 -3.45
H -1.26 -0.57 -3.68
H -2.08 -0.47 -2.14
H -2.78 0.33 -3.57
C -3.02 1.73 -0.68
C -4.09 2.35 -1.61
H -3.19 2.12 0.35
H -3.20 0.65 -0.63
H -5.08 1.95 -1.33
H -4.20 3.46 -1.53
H -3.94 2.07 -2.67
Br -0.28 2.11 3.37
P 3.54 1.63 -0.18
C 2.35 1.99 -1.53
C 3.01 2.83 -2.64
H 1.48 2.48 -1.07
H 2.01 1.03 -1.92
H 2.39 2.84 -3.54
H 3.17 3.87 -2.34
H 3.99 2.42 -2.90
C 3.01 2.67 1.24
C 4.21 3.13 2.08
H 2.31 2.08 1.85
H 2.45 3.54 0.86
H 3.92 3.92 2.78
H 4.64 2.31 2.66
H 5.01 3.55 1.46
C 3.23 -0.10 0.34
C 4.19 -1.06 -0.39
H 2.15 -0.41 0.13
H 3.39 -0.16 1.43
H 4.14 -2.06 0.05
H 3.92 -1.15 -1.45
H 5.24 -0.70 -0.35
O -3.41 2.91 2.01
H -4.20 2.58 2.46
H -2.67 2.82 2.67
```

Charges per atom according to Löwdin partitioning, unit e: atom 1 (C): 0.140, atom 2 (C): -0.146, atom 3 (C): 0.110, atom 4 (C): 0.029, atom 5 (N): 0.156, atom 6 (C): 0.037, atom 7 (C): 0.112, atom 8 (C): 0.082, atom 9 (C): -0.239, atom 10 (C): 0.023, atom 11 (C): -0.133, atom 12 (C): -0.681, atom 13 (C): -0.133, atom 14 (C): -0.003, atom 15 (Pd): 0.717, atom 16 (P): 1.077, atom 17 (H): 0.151, atom 18 (H): 0.158, atom 19 (H): 0.163, atom 20 (H): 0.166, atom 21 (H): 0.165, atom 22 (H): 0.157, atom 23 (H): 0.116, atom 24 (H): 0.100, atom 25 (C): -0.336, atom 26 (C): -0.103, atom 27 (H): 0.075, atom 28 (H): 0.096, atom 29 (H): 0.110, atom 30 (H): 0.079, atom 31 (H): 0.087, atom 32 (C): -0.395, atom 33 (C): -0.122, atom 34 (H): 0.052, atom 35 (H): 0.090, atom 36 (H): 0.094, atom 37 (H): 0.049, atom 38 (H): 0.099, atom 39 (C): -0.408, atom 40 (C): -0.077, atom 41 (H): 0.037, atom 42 (H): 0.068, atom 43 (H): 0.108, atom 44 (H): 0.098, atom 45 (H): 0.079, atom 46 (Br): 0.946, atom 47 (P): 1.246, atom 48 (C): -0.401, atom 49 (C): -0.108, atom 50 (H): 0.041, atom 51 (H): 0.063, atom 52 (H): 0.092, atom 53 (H): 0.096, atom 54 (H): 0.089, atom 55 (C): -0.358, atom 56 (C): -0.115, atom 57 (H): 0.039, atom 58 (H): 0.101, atom 59 (H): 0.097, atom 60 (H): 0.087, atom 61 (H): 0.088, atom 62 (C): -0.381, atom 63 (C): -0.119, atom 64 (H): 0.037, atom 65 (H): 0.093, atom 66 (H): 0.092, atom 67 (H): 0.088, atom 68 (H): 0.097, atom 69 (O): -0.081, atom 70 (H): 0.079, atom 71 (H): -0.008